DFT (wB97M-V/def2-TZVPD) results for 27 unconnected molecules or ions with the total composition C83H220BrNO26 at a distorted geometry.

Each line ends with the Löwdin charge.
Geometry (Å):
C  1.4597  2.0089  0.0862  -0.0667
C  1.4234  0.5300  -0.1998  -0.1370
N  0.9239  -0.3675  0.9044  -0.2203
C  1.1484  -1.7899  0.5933  0.0047
C  1.7105  0.0284  2.1264  -0.1569
C  1.5122  -0.7590  3.3821  -0.0694
C  -0.5195  -0.1419  1.2733  -0.0990
C  -1.5306  -0.6477  0.3061  -0.1935
O  -1.4851  0.0917  -0.9147  -0.1921
C  -2.6462  -0.1335  -1.7137  -0.0909
H  1.7911  2.4806  -0.8520  0.0791
H  2.1307  2.2431  0.8804  0.0379
H  0.4887  2.4217  0.3878  0.0748
H  2.4120  0.1819  -0.3508  0.0871
H  0.8448  0.3328  -1.1022  0.1318
H  0.7436  -2.3509  1.4647  0.0342
H  2.2354  -1.9246  0.6234  0.1008
H  0.7281  -2.1843  -0.3132  0.0878
H  1.5180  1.1111  2.3011  0.1151
H  2.7625  -0.0812  1.8316  0.1307
H  1.6898  -1.8215  3.3218  0.0450
H  0.5147  -0.6410  3.8535  0.0576
H  2.2273  -0.3579  4.0804  0.0630
H  -0.6637  0.9012  1.4349  0.1131
H  -0.7013  -0.6788  2.1885  0.0624
H  -2.5432  -0.5361  0.8090  0.1351
H  -1.4162  -1.6880  0.0875  0.1003
H  -2.7714  -1.2104  -2.0650  0.0861
H  -2.5918  0.4364  -2.6528  0.0636
H  -3.5519  0.1325  -1.1452  0.0872
Br  -1.3001  -3.3233  2.9270  0.1266
C  2.5915  9.1775  -1.9945  -0.0800
C  3.2119  8.3846  -3.0645  -0.5201
C  3.7426  7.0474  -2.5232  -0.0303
O  2.3144  8.1487  -4.1581  -0.0514
H  3.2699  9.3906  -1.1437  0.0923
H  1.7295  8.6025  -1.6337  0.0793
H  2.2623  10.1872  -2.3772  0.0989
H  4.0057  8.9959  -3.4756  0.1298
H  2.9514  6.4590  -2.0584  0.0652
H  4.5156  7.2427  -1.8268  0.0615
H  4.1465  6.5181  -3.3781  0.0741
H  1.9300  9.0088  -4.3670  0.0833
C  -0.5691  1.0789  -5.6212  -0.0471
C  -0.1288  -0.2383  -5.0679  -0.4610
C  -0.5639  -1.4028  -5.8800  -0.0488
O  1.3524  -0.3415  -4.9022  -0.0728
H  -0.1202  1.2878  -6.5831  0.0916
H  -0.3308  1.8911  -4.9370  0.0632
H  -1.6577  1.0530  -5.7736  0.0652
H  -0.5871  -0.3980  -4.0524  0.1388
H  -0.2924  -2.3389  -5.3825  0.0730
H  -0.1502  -1.3439  -6.8841  0.0924
H  -1.6106  -1.2412  -6.0232  0.0515
H  1.5925  0.4371  -4.3758  0.0355
C  4.2918  -2.5518  7.9497  -0.0368
C  5.4531  -1.7273  8.5607  -0.4145
C  6.5244  -2.6475  9.1942  -0.0485
O  5.9802  -0.9448  7.4514  -0.1027
H  3.7416  -3.0550  8.7383  0.0808
H  4.6983  -3.3808  7.3589  0.0629
H  3.6964  -1.8909  7.3080  0.0755
H  5.2067  -1.0115  9.3405  0.1364
H  7.4468  -2.0920  9.2168  0.0715
H  6.6247  -3.5737  8.6054  0.0807
H  6.2281  -2.8555  10.2087  0.0714
H  6.1879  -1.5436  6.7215  0.0554
C  -10.2743  -0.8752  -2.3681  -0.0475
C  -8.7601  -0.8386  -2.7258  -0.4621
C  -8.0901  -2.1345  -2.4028  -0.0705
O  -8.8079  -0.6201  -4.1570  -0.0702
H  -10.8159  -0.1249  -2.8948  0.0604
H  -10.4124  -0.7765  -1.3038  0.0668
H  -10.8294  -1.7917  -2.6016  0.0817
H  -8.2279  -0.0026  -2.2711  0.1168
H  -8.2521  -2.4398  -1.3585  0.0810
H  -6.9774  -2.0615  -2.4925  0.0744
H  -8.5058  -2.9437  -3.0354  0.0930
H  -7.9178  -0.4514  -4.4625  0.0446
C  -0.0819  -3.7075  -2.5623  -0.0584
C  1.0092  -4.7858  -2.7270  -0.4129
C  1.7280  -4.7393  -4.1084  -0.0362
O  1.9212  -4.5736  -1.6069  -0.0873
H  -0.6075  -3.7523  -1.6223  0.0491
H  -0.7815  -3.7275  -3.4019  0.0595
H  0.3160  -2.6716  -2.6792  0.0880
H  0.5216  -5.7719  -2.5744  0.1058
H  2.4166  -5.6089  -4.2016  0.0787
H  2.2901  -3.8144  -4.3007  0.0687
H  1.0001  -4.9124  -4.9230  0.0764
H  1.3489  -4.5711  -0.8482  0.0119
C  1.0794  4.0625  5.0995  -0.0347
C  0.1888  3.0175  4.3970  -0.4453
C  -1.2683  3.0071  4.8208  -0.0432
O  0.2990  3.1384  2.9601  -0.1041
H  1.3100  3.8322  6.1471  0.0848
H  0.6053  5.0206  5.1426  0.0648
H  2.0235  4.2377  4.5764  0.0571
H  0.5971  2.0084  4.6381  0.1240
H  -1.7411  4.0174  4.7007  0.0924
H  -1.4342  2.6945  5.8437  0.0676
H  -1.8014  2.2484  4.2340  0.0731
H  -0.3907  3.7900  2.6800  0.0673
C  -2.1798  3.5356  -8.0047  -0.0498
C  -1.7345  4.2124  -6.7115  -0.4881
C  -1.6779  5.7119  -6.9582  -0.0427
O  -2.5700  3.9040  -5.6140  -0.0725
H  -1.6257  3.7973  -8.8524  0.0580
H  -3.2573  3.7062  -8.2237  0.0989
H  -2.1814  2.4462  -7.9356  0.0592
H  -0.7473  3.8244  -6.4311  0.1235
H  -1.4094  5.9527  -7.9711  0.0709
H  -0.9680  6.1625  -6.2824  0.0591
H  -2.6854  6.1004  -6.7337  0.0972
H  -2.1892  4.3145  -4.8095  0.0779
C  -0.3075  -0.1087  7.1810  -0.0506
C  -0.5549  -1.3024  6.3395  -0.5146
C  0.4732  -2.3725  6.4482  -0.0565
O  -1.8771  -1.7682  6.7279  -0.0708
H  -1.1891  0.5462  7.1096  0.0799
H  0.5441  0.4765  6.8622  0.0613
H  -0.1943  -0.3155  8.2368  0.0852
H  -0.6636  -1.0243  5.2868  0.0859
H  0.4882  -2.6694  7.4850  0.0822
H  1.4555  -2.0479  6.1395  0.0657
H  0.1386  -3.2711  5.9367  0.0628
H  -2.0839  -2.6027  6.2811  0.0743
C  -5.1719  -2.4412  4.2696  -0.0312
C  -4.7327  -1.3356  3.3181  -0.4432
C  -3.7650  -0.2808  3.7536  -0.0630
O  -4.0947  -1.9549  2.1356  -0.1762
H  -5.4996  -2.0495  5.2206  0.0752
H  -4.3122  -3.1037  4.4215  0.0679
H  -5.9630  -2.9659  3.7301  0.0817
H  -5.6042  -0.8205  2.9264  0.1039
H  -3.6605  0.4809  3.0048  0.0485
H  -2.7289  -0.7161  3.8751  0.0672
H  -4.0621  0.1773  4.7168  0.0959
H  -3.2112  -2.2404  2.4396  -0.1118
C  4.0776  6.9865  1.9957  -0.0493
C  3.3582  5.7152  2.4506  -0.4576
C  2.2919  5.1147  1.5914  -0.0540
O  4.3299  4.6356  2.6404  -0.0726
H  4.6766  6.8313  1.0778  0.0798
H  4.8162  7.2854  2.8063  0.0984
H  3.3098  7.7284  1.8561  0.0707
H  2.8355  6.0268  3.3933  0.1357
H  1.9316  4.2407  2.1584  0.0607
H  2.6841  4.8274  0.6270  0.0776
H  1.4033  5.7207  1.4042  0.0857
H  4.9749  4.9215  3.2712  0.0732
C  -5.0524  -0.5393  -4.3187  -0.0248
C  -4.2427  0.3646  -5.2092  -0.4484
C  -4.7827  0.7324  -6.5787  -0.0157
O  -4.0002  1.5805  -4.4392  -0.0907
H  -5.4675  -1.3309  -4.9650  0.0753
H  -5.8790  0.0223  -3.8346  0.0757
H  -4.4469  -1.0461  -3.5350  0.0783
H  -3.2559  -0.1082  -5.3876  0.1038
H  -5.6753  1.4012  -6.4018  0.0880
H  -5.0152  -0.0943  -7.2564  0.0873
H  -4.0470  1.3894  -6.9869  0.0463
H  -3.6720  2.3113  -4.9723  0.0466
C  -1.0075  -6.8883  -0.8061  -0.0445
C  -0.8182  -6.2666  0.5269  -0.4817
C  -0.1913  -7.0685  1.6312  -0.0394
O  0.0366  -5.0894  0.3793  -0.1480
H  -1.4439  -6.1866  -1.5147  0.0627
H  -1.6717  -7.7514  -0.8810  0.0936
H  -0.0088  -7.1252  -1.1919  0.0760
H  -1.7719  -5.9194  0.8904  0.1037
H  0.2144  -6.5208  2.4306  0.0493
H  0.4569  -7.7922  1.1620  0.0684
H  -1.0451  -7.6487  2.1037  0.1069
H  -0.2774  -4.5412  1.1420  -0.0584
C  8.2982  -0.6100  4.6064  -0.0431
C  7.0501  -1.1307  3.9272  -0.4503
C  7.2598  -1.7002  2.5441  -0.0345
O  6.5046  -2.1810  4.7778  -0.0979
H  8.1265  -0.2701  5.6158  0.0718
H  8.7264  0.2147  4.0478  0.0803
H  9.0938  -1.3644  4.6879  0.0907
H  6.2864  -0.3757  3.9007  0.1133
H  8.1000  -2.3962  2.5218  0.0898
H  7.5625  -0.9636  1.8126  0.0759
H  6.3452  -2.2439  2.2946  0.0653
H  7.1014  -2.9560  4.7090  0.1210
C  -2.9264  3.0015  0.8441  -0.0147
C  -3.0174  4.4893  1.1400  -0.4517
C  -4.1723  4.8972  2.0552  -0.0320
O  -1.8026  4.9515  1.7549  -0.0916
H  -2.6039  2.4892  1.7422  0.0660
H  -2.2683  2.7801  0.0125  0.0581
H  -3.9487  2.6955  0.5668  0.0734
H  -3.1035  5.0659  0.2198  0.1243
H  -4.2325  4.2471  2.9199  0.0850
H  -5.0519  4.6218  1.5162  0.0632
H  -4.0630  5.9441  2.2846  0.0804
H  -2.0626  5.5634  2.4676  0.0867
C  -0.8778  3.2403  -2.3594  -0.0243
C  -0.9057  4.7481  -2.3458  -0.4674
C  0.1694  5.3386  -1.4832  -0.0309
O  -0.6440  5.1216  -3.6919  -0.0655
H  -0.5490  2.9642  -1.3885  0.0391
H  -0.0464  2.9530  -3.0053  0.0729
H  -1.7824  2.7775  -2.7106  0.0797
H  -1.8755  5.0833  -2.0084  0.1297
H  1.0839  4.8635  -1.7991  0.0721
H  0.0165  5.2661  -0.4176  0.0684
H  0.2217  6.3654  -1.8043  0.0733
H  -0.4558  6.0635  -3.8133  0.1004
C  5.1113  2.1202  -0.0946  -0.0478
C  5.4856  1.6438  1.2842  -0.4591
C  6.7960  2.2017  1.8360  -0.0384
O  4.3905  1.8833  2.2044  -0.0742
H  5.7780  1.7020  -0.8910  0.0842
H  5.1567  3.2399  -0.1003  0.1014
H  4.1151  1.7646  -0.3383  0.0486
H  5.5775  0.5547  1.3211  0.1194
H  6.7844  2.0712  2.8856  0.0306
H  6.7861  3.2824  1.6229  0.0831
H  7.6941  1.7995  1.3779  0.0802
H  4.2392  2.8396  2.2967  0.0400
C  4.8180  2.3938  -4.0300  -0.0348
C  3.4017  2.7957  -3.5262  -0.4901
C  2.5871  3.4316  -4.6350  -0.0480
O  2.7798  1.6491  -3.0047  -0.0541
H  4.8415  1.7192  -4.8896  0.0885
H  5.3255  1.9037  -3.1862  0.0585
H  5.4020  3.3021  -4.2773  0.0866
H  3.5260  3.5867  -2.7797  0.1208
H  1.6100  3.7641  -4.3078  0.0474
H  2.4157  2.7581  -5.4973  0.0898
H  3.2000  4.2890  -5.0177  0.0954
H  3.4894  1.0332  -2.8232  0.0543
C  -5.8865  -4.2727  -6.1709  -0.0573
C  -4.5614  -3.8803  -5.7007  -0.5420
C  -3.5762  -5.0102  -5.6107  -0.0501
O  -4.0684  -2.8983  -6.6072  -0.0449
H  -6.5514  -3.4443  -6.2871  0.0787
H  -6.3523  -5.0387  -5.5718  0.0884
H  -5.7387  -4.7374  -7.1641  0.0965
H  -4.6591  -3.4193  -4.7339  0.0974
H  -2.5853  -4.6803  -5.2569  0.0781
H  -3.5328  -5.5121  -6.6154  0.1011
H  -3.8646  -5.7594  -4.8886  0.0685
H  -4.2453  -3.2423  -7.4727  0.0734
C  -4.7920  -4.8630  0.1089  -0.0514
C  -3.9421  -3.8481  -0.6425  -0.4594
C  -3.9505  -4.1478  -2.1347  -0.0644
O  -4.4486  -2.4962  -0.5557  -0.0714
H  -5.8280  -4.8944  -0.2663  0.0828
H  -4.8152  -4.6422  1.1850  0.0769
H  -4.3900  -5.8654  -0.0204  0.0715
H  -2.9724  -3.9814  -0.1984  0.1067
H  -4.9647  -4.1747  -2.4937  0.0694
H  -3.3851  -5.0413  -2.5315  0.0842
H  -3.4096  -3.3757  -2.6987  0.0561
H  -4.4346  -2.1853  0.3485  0.0221
C  -6.4150  0.1987  0.1831  -0.0451
C  -6.9810  1.5047  0.6669  -0.5089
C  -7.0879  1.6174  2.1301  -0.0596
O  -6.1737  2.5858  0.1519  -0.0823
H  -6.2467  0.3446  -0.8641  0.0561
H  -6.9773  -0.7268  0.4388  0.1054
H  -5.4374  0.1320  0.6889  0.0761
H  -7.9707  1.6558  0.2632  0.1287
H  -7.7008  2.4653  2.3329  0.0685
H  -6.1015  1.6519  2.5866  0.0750
H  -7.6951  0.7520  2.5668  0.1149
H  -6.1517  2.5062  -0.8215  0.0442
C  4.7586  -2.4931  -3.0292  -0.0320
C  4.1852  -2.1129  -1.6316  -0.4597
C  4.8176  -2.9423  -0.4910  -0.0299
O  4.3317  -0.7120  -1.4111  -0.0781
H  4.6428  -3.5568  -3.2016  0.0723
H  5.8281  -2.3340  -3.0225  0.0697
H  4.2552  -1.9061  -3.8086  0.0825
H  3.1081  -2.3136  -1.6518  0.1119
H  4.5540  -2.5675  0.4860  0.0527
H  5.9026  -2.8426  -0.5840  0.0834
H  4.5183  -3.9630  -0.6474  0.0577
H  5.2985  -0.6257  -1.3890  0.0882
C  5.8853  2.5560  5.3695  -0.0305
C  4.7296  2.1825  6.3331  -0.4869
C  3.7417  1.2456  5.6359  -0.0510
O  5.1331  1.7152  7.5864  -0.0445
H  5.6347  3.1809  4.5257  0.0425
H  6.3044  1.6394  4.9444  0.0469
H  6.6441  3.0132  6.0543  0.1000
H  4.2100  3.1148  6.5781  0.1288
H  4.3236  0.3522  5.3015  0.0837
H  3.3430  1.7521  4.7537  0.0623
H  2.8657  0.9443  6.2029  0.0639
H  5.4724  0.8075  7.5870  0.0437
C  3.7457  -7.1618  -0.7773  -0.0476
C  4.2528  -8.0342  0.3359  -0.4748
C  4.0646  -9.5225  0.2537  -0.0624
O  5.7171  -7.7748  0.4130  -0.0807
H  2.6649  -6.9001  -0.7164  0.0806
H  4.0006  -7.5963  -1.7235  0.0758
H  4.2697  -6.2096  -0.7064  0.0633
H  3.7354  -7.6954  1.2216  0.1089
H  4.7049  -10.0286  0.9818  0.0755
H  4.3806  -9.8295  -0.7671  0.0935
H  3.0082  -9.7661  0.4510  0.0844
H  6.1612  -8.3417  1.0591  0.0731
C  4.1296  -4.6219  4.5805  -0.0378
C  4.0343  -4.0508  3.1399  -0.4456
C  2.8208  -4.5128  2.4813  -0.0673
O  3.9011  -2.5882  3.3412  -0.0812
H  3.2353  -4.3498  5.1394  0.0814
H  4.9207  -4.1610  5.1486  0.0359
H  4.3190  -5.7027  4.6137  0.0862
H  4.9255  -4.2599  2.5598  0.1269
H  2.7633  -5.6057  2.3212  0.0896
H  2.7468  -4.1050  1.4594  0.0693
H  1.9558  -4.1437  3.0938  0.0906
H  4.6976  -2.3521  3.8220  0.0289
C  -7.0340  3.4594  -4.8773  -0.0471
C  -6.7261  3.6777  -3.4100  -0.4403
C  -7.9939  4.0658  -2.6015  -0.0353
O  -6.1698  2.5067  -2.7258  -0.1014
H  -7.6666  4.2415  -5.2874  0.0837
H  -7.5245  2.4631  -4.9642  0.0945
H  -6.1170  3.3550  -5.4191  0.0462
H  -5.9342  4.4081  -3.2862  0.1298
H  -7.6214  4.1856  -1.5941  0.0600
H  -8.6954  3.2198  -2.6410  0.0890
H  -8.4269  5.0039  -2.9445  0.0780
H  -5.4368  2.1832  -3.2946  0.0562

Properties
**Calculated total energy**: -7879.31722 Ha
**Kohn-Sham gap**: 8.61 eV
**Molecular weight**: 1728.558 g mol⁻¹